Record 1
{
  "formula": "CH25O11",
  "method": "ωB97M-V/def2-TZVPD",
  "species": ["O", "H", "H", "H", "O", "H", "H", "H", "C", "O", "H", "H", "H", "O", "H", "H", "O", "H", "H", "O", "H", "H", "O", "H", "H", "O", "H", "H", "O", "H", "H", "O", "H", "H", "O", "H", "H"],
  "xyz": [[-0.477, 1.486, 1.775], [-1.367, 1.330, 1.452], [0.110, 1.388, 1.021], [-0.252, 0.850, 2.458], [2.139, -0.012, 1.120], [1.416, 0.360, 0.609], [2.064, 0.245, 2.041], [2.110, -0.972, 1.116], [0.117, -0.170, -0.216], [0.618, 1.094, 0.265], [0.805, -0.956, -0.530], [-0.523, -0.685, 0.500], [-0.540, -0.068, -1.080], [-1.289, 1.919, -1.544], [-0.500, 2.216, -1.090], [-1.168, 0.975, -1.643], [0.229, -1.838, 1.922], [-0.136, -1.945, 1.044], [1.157, -2.051, 1.825], [1.108, 2.420, -1.086], [0.818, 1.561, -0.781], [2.060, 2.343, -1.153], [-2.008, 0.587, 1.268], [-2.785, 1.140, 1.354], [-2.342, -0.244, 0.929], [-2.356, -1.165, 0.610], [-2.081, -2.074, 0.493], [-2.534, -0.852, -0.277], [-2.493, -0.811, -1.342], [-1.852, -0.921, -2.044], [-3.286, -0.509, -1.787], [2.466, -1.796, -0.839], [3.247, -1.243, -0.877], [2.262, -1.859, 0.094], [1.838, 0.158, -2.244], [1.494, 0.768, -1.591], [1.931, -0.670, -1.773]],
  "lowdin_charge": [0.226, -0.224, -0.289, 0.138, 0.291, -0.143, 0.191, 0.085, -0.077, -0.027, 0.093, 0.073, 0.086, -0.010, 0.000, -0.022, 0.017, 0.030, 0.044, -0.033, -0.173, 0.085, 0.144, 0.161, -0.268, 0.119, 0.147, -0.204, 0.182, 0.146, 0.162, 0.007, 0.106, 0.029, -0.018, -0.029, -0.044],
  "e_homo_ev": -13.05,
  "e_lumo_ev": -4.55,
  "total_charge": 1,
  "gap_ev": 8.4941
}

***

Record 2
{
  "formula": "CH27O13",
  "method": "ωB97M-V/def2-TZVPD",
  "species": ["C", "O", "H", "H", "H", "O", "H", "H", "O", "H", "H", "O", "H", "H", "O", "H", "H", "O", "H", "H", "O", "H", "H", "O", "H", "H", "O", "H", "H", "O", "H", "H", "O", "H", "H", "O", "H", "H", "O", "H", "H"],
  "xyz": [[-0.172, -0.007, 0.276], [0.818, 0.843, -0.149], [-0.852, -0.425, -0.465], [0.246, -0.851, 0.826], [-0.757, 0.465, 1.065], [-1.308, 2.658, 0.519], [-0.734, 2.041, 0.066], [-1.746, 3.139, -0.183], [-2.444, -0.913, -0.886], [-2.151, -1.724, -1.300], [-2.040, -0.926, -0.018], [1.062, -1.966, 1.415], [1.589, -2.351, 0.714], [0.624, -2.712, 1.824], [-2.057, -1.364, 1.265], [-2.882, -1.015, 1.603], [-1.388, -1.002, 1.846], [2.500, -0.334, 0.088], [1.769, 0.177, 0.436], [2.222, -0.582, -0.793], [1.177, 2.402, 1.440], [1.992, 2.102, 1.843], [0.839, 1.632, 0.982], [-0.667, -1.018, -2.141], [-1.297, -1.021, -2.861], [-1.107, -0.539, -1.439], [1.837, 2.111, -0.940], [1.223, 1.773, -0.289], [2.128, 1.337, -1.422], [0.674, -2.128, -0.459], [0.558, -1.606, -1.253], [0.483, -1.521, 0.256], [0.798, 0.308, -2.044], [0.046, -0.183, -2.375], [0.666, 0.339, -1.096], [-2.738, 1.261, -0.423], [-1.919, 1.712, -0.630], [-2.531, 0.331, -0.518], [1.896, 0.158, 1.978], [1.071, -0.234, 1.692], [2.572, -0.364, 1.547]],
  "lowdin_charge": [-0.173, -0.284, 0.057, 0.024, 0.146, -0.040, 0.016, 0.067, -0.077, 0.119, -0.066, -0.091, 0.079, 0.117, 0.044, 0.116, 0.090, -0.060, -0.085, 0.072, -0.066, 0.045, -0.071, -0.003, 0.145, -0.007, -0.065, -0.246, 0.023, -0.071, 0.036, -0.113, -0.049, -0.185, -0.218, -0.059, -0.008, -0.111, -0.086, 0.010, 0.031],
  "e_homo_ev": -3.82,
  "e_lumo_ev": 2.35,
  "total_charge": -1,
  "gap_ev": 6.1700
}

***

Record 3
{
  "formula": "CH27O16Pb",
  "method": "ωB97M-V/def2-TZVPD",
  "species": ["Pb", "C", "O", "O", "O", "H", "O", "H", "H", "O", "H", "H", "O", "H", "H", "O", "H", "H", "O", "H", "H", "O", "H", "H", "O", "H", "H", "O", "H", "H", "O", "H", "H", "O", "H", "H", "O", "H", "H", "O", "H", "H", "O", "H", "H"],
  "xyz": [[-0.549, -3.485, 0.942], [0.195, -0.173, 0.546], [0.284, -1.381, 0.478], [-0.295, 0.524, -0.424], [0.533, 0.406, 1.581], [-0.356, 0.169, -1.285], [2.332, -1.595, -1.291], [2.228, -0.736, -1.782], [1.722, -1.471, -0.600], [3.136, 0.155, 1.796], [2.293, 0.251, 1.423], [3.528, 1.014, 1.750], [-1.479, -2.080, 2.731], [-1.415, -1.221, 3.050], [-2.419, -2.080, 2.561], [-2.415, -2.359, -0.204], [-3.242, -2.365, 0.303], [-2.713, -2.453, -1.078], [-2.208, 1.408, 1.759], [-2.874, 1.732, 1.179], [-1.463, 1.154, 1.243], [1.994, 2.401, 0.130], [1.425, 1.811, 0.601], [2.045, 1.896, -0.686], [-0.101, -3.314, -1.775], [-0.287, -2.471, -2.142], [-0.280, -4.009, -2.405], [0.927, -0.335, 4.091], [0.847, 0.139, 3.237], [0.827, 0.333, 4.788], [0.131, 2.387, -3.079], [0.218, 3.145, -2.467], [0.584, 2.667, -3.866], [0.668, 2.877, 2.900], [0.217, 2.192, 2.410], [-0.061, 3.271, 3.419], [2.099, 0.867, -2.145], [2.640, 0.959, -2.923], [1.251, 1.202, -2.452], [-2.966, 0.210, -1.179], [-2.382, 0.886, -0.969], [-2.733, -0.587, -0.724], [-0.522, -0.732, -2.787], [-0.020, -0.265, -3.460], [-1.344, -0.942, -3.194]],
  "lowdin_charge": [1.743, -0.816, -0.156, 0.151, -0.022, 0.039, -0.053, 0.000, -0.061, -0.008, -0.060, 0.036, -0.098, 0.037, 0.062, -0.124, 0.108, 0.063, 0.003, 0.032, -0.027, -0.025, -0.036, -0.015, -0.097, -0.020, 0.076, -0.072, -0.017, 0.048, -0.023, 0.100, 0.064, -0.044, -0.028, 0.058, -0.035, 0.095, -0.010, 0.008, -0.008, -0.024, -0.002, 0.087, 0.071],
  "e_homo_ev": -11.98,
  "e_lumo_ev": -5.14,
  "total_charge": 1,
  "gap_ev": 6.8360
}

***

Record 4
{
  "formula": "CH28O13",
  "method": "ωB97M-V/def2-TZVPD",
  "species": ["O", "H", "H", "H", "C", "O", "H", "H", "H", "O", "H", "H", "O", "H", "H", "O", "H", "H", "O", "H", "H", "O", "H", "H", "O", "H", "H", "O", "H", "H", "O", "H", "H", "O", "H", "H", "O", "H", "H", "O", "H", "H"],
  "xyz": [[1.376, 1.408, 1.826], [0.980, 0.883, 2.416], [2.421, 1.287, 2.013], [1.206, 1.422, 0.852], [0.135, 0.104, -0.416], [0.549, 1.412, -0.563], [1.076, -0.417, -0.126], [-0.368, 0.028, -1.295], [-0.569, -0.091, 0.392], [-0.580, -2.887, 1.422], [0.299, -3.027, 1.201], [-0.915, -2.441, 0.680], [-1.950, 1.776, -1.665], [-1.270, 1.446, -1.164], [-1.777, 1.246, -2.466], [0.271, -0.682, 3.139], [0.083, -1.418, 2.567], [-0.562, -0.243, 3.348], [-2.400, 1.968, 0.980], [-1.983, 2.854, 0.986], [-2.265, 1.871, 0.008], [-3.512, -0.780, 0.021], [-3.065, 0.000, 0.076], [-4.387, -0.571, -0.143], [3.565, -0.251, 1.374], [4.268, -0.189, 2.087], [4.090, 0.217, 0.810], [1.635, 1.691, -3.117], [2.451, 2.009, -2.769], [1.238, 1.638, -2.271], [-2.754, -2.049, -2.179], [-3.322, -2.813, -1.705], [-2.862, -1.247, -1.630], [-0.017, -3.228, -1.760], [0.676, -2.613, -1.372], [-0.779, -2.655, -1.842], [0.654, 3.984, -1.305], [0.492, 3.132, -0.957], [0.694, 4.694, -0.539], [2.222, -2.748, 1.199], [2.408, -2.817, 0.212], [2.546, -1.895, 1.694]],
  "lowdin_charge": [0.237, 0.002, 0.210, 0.043, -0.251, -0.387, 0.089, 0.044, 0.067, 0.002, -0.041, -0.002, -0.014, -0.081, 0.099, -0.030, -0.002, 0.073, -0.077, 0.060, -0.015, 0.030, -0.040, 0.039, -0.015, 0.126, 0.018, -0.039, 0.013, -0.056, -0.130, 0.132, -0.013, -0.070, 0.038, -0.024, -0.095, -0.074, 0.096, -0.115, 0.083, 0.070],
  "e_homo_ev": -9.25,
  "e_lumo_ev": -1.06,
  "total_charge": 0,
  "gap_ev": 8.1864
}

***

Record 5
{
  "formula": "CH2B3ClInN2O3S",
  "method": "ωB97M-V/def2-TZVPD",
  "species": ["N", "B", "O", "B", "Cl", "O", "B", "N", "C", "S", "O", "H", "H", "In"],
  "xyz": [[-0.477, 2.871, 0.298], [-0.143, 1.471, -0.008], [-0.943, 0.845, -0.954], [-1.111, -0.448, -0.528], [-2.683, -1.135, -0.067], [0.067, -1.201, -0.435], [0.866, -0.543, 0.459], [1.810, -1.427, 1.269], [2.805, -1.793, 0.681], [4.066, -2.265, -0.111], [0.872, 0.786, 0.634], [-0.427, 3.440, -0.560], [-1.466, 2.926, 0.577], [-3.237, -3.527, -1.254]],
  "lowdin_charge": [0.434, -0.510, 0.355, -0.902, 0.725, 0.326, -0.567, 0.422, -0.456, 1.378, 0.422, 0.173, 0.169, 1.031],
  "e_homo_ev": -20.87,
  "e_lumo_ev": -18.53,
  "total_charge": 3,
  "gap_ev": 2.3451
}

***

Record 6
{
  "formula": "CH2BF3O2",
  "method": "ωB97M-V/def2-TZVPD",
  "species": ["O", "B", "O", "C", "F", "F", "F", "H", "H"],
  "xyz": [[-1.110, -1.228, -0.096], [-0.618, 0.043, -0.141], [-1.207, 1.181, -0.064], [1.371, 0.033, -0.140], [1.765, -0.937, 0.738], [1.828, -0.263, -1.346], [1.881, 1.189, 0.397], [-1.954, -1.384, 0.235], [-1.955, 1.367, 0.417]],
  "lowdin_charge": [0.208, -0.467, 0.283, -0.460, 0.076, 0.125, 0.076, 0.073, 0.086],
  "smiles": "OB(O)C(F)(F)F",
  "e_homo_ev": -10.59,
  "e_lumo_ev": -0.02,
  "total_charge": 0,
  "gap_ev": 10.5654
}

***

Record 7
{
  "formula": "CH2BNO2",
  "method": "ωB97M-V/def2-TZVPD",
  "species": ["B", "C", "N", "O", "O", "H", "H"],
  "xyz": [[-0.375, -0.380, -0.102], [1.351, 1.072, 0.561], [2.123, 1.849, 0.915], [-1.530, 0.182, 0.138], [-0.065, -1.507, -0.730], [-2.298, 0.753, -0.070], [0.795, -1.969, -0.712]],
  "lowdin_charge": [-0.483, -0.209, -0.063, 0.234, 0.212, 0.165, 0.144],
  "e_homo_ev": -10.80,
  "e_lumo_ev": -0.21,
  "total_charge": 0,
  "gap_ev": 10.5912
}

***

Record 8
{
  "formula": "CH2Br2CrF5N2O6Te",
  "method": "ωB97M-V/def2-TZVPD",
  "species": ["Cr", "Br", "C", "Br", "H", "H", "O", "N", "O", "F", "Te", "F", "F", "F", "F", "O", "O", "N", "O", "O"],
  "xyz": [[-0.505, 0.179, 0.074], [-0.380, -0.898, 2.480], [-1.645, -2.378, 2.701], [-2.481, -2.952, 1.094], [-2.393, -2.020, 3.395], [-1.054, -3.187, 3.110], [-2.514, 0.210, -0.068], [-2.611, 1.336, 0.491], [-1.472, 1.744, 0.851], [2.220, 0.189, -2.052], [2.322, 1.585, -0.815], [2.901, 2.537, -2.283], [2.838, 2.980, 0.283], [3.996, 0.915, -0.421], [0.742, 2.566, -1.082], [1.355, 0.553, 0.369], [-0.197, -1.500, -0.978], [-0.326, -0.872, -2.092], [-0.312, -1.383, -3.152], [-0.484, 0.395, -1.903]],
  "lowdin_spin": [2.926, 0.000, 0.000, 0.001, 0.000, 0.000, -0.011, 0.029, -0.006, 0.004, 0.005, 0.000, 0.001, 0.000, 0.008, 0.047, -0.010, 0.010, 0.016, -0.020],
  "e_homo_ev": [-11.43, -11.63],
  "e_lumo_ev": [-1.75, -1.42],
  "total_charge": 0,
  "spin_multiplicity": 4,
  "gap_ev": [9.6728, 10.2033]
}

***

Record 9
{
  "formula": "CH2Br2O3",
  "method": "ωB97M-V/def2-TZVPD",
  "species": ["C", "O", "O", "O", "Br", "Br", "H", "H"],
  "xyz": [[0.008, -0.087, -0.379], [-0.155, 0.895, -1.230], [1.218, -0.454, 0.102], [-0.962, -0.709, -0.041], [-0.235, 1.639, 1.653], [-0.643, -2.572, 1.614], [-1.065, 1.258, -1.289], [1.834, 0.030, -0.430]],
  "lowdin_charge": [-0.905, 0.084, 0.055, -0.154, 0.427, 0.223, 0.154, 0.116],
  "e_homo_ev": [-9.85, -10.06],
  "e_lumo_ev": [-1.94, -3.75],
  "total_charge": 0,
  "gap_ev": [7.9078, 6.3118]
}

***

Record 10
{
  "formula": "CH2Br3ClSi",
  "method": "ωB97M-V/def2-TZVPD",
  "species": ["Cl", "C", "Si", "Br", "Br", "Br", "H", "H"],
  "xyz": [[-0.053, 0.360, -2.447], [0.405, 0.851, -0.801], [-0.228, -0.679, 0.842], [-0.042, -2.787, 0.134], [-2.313, -0.186, 1.193], [1.073, -0.264, 2.551], [1.439, 1.091, -0.796], [-0.281, 1.614, -0.676]],
  "lowdin_charge": [0.453, -0.654, -0.711, 0.293, 0.347, 0.326, -0.005, -0.050],
  "smiles": "ClC[Si](Br)(Br)Br",
  "e_homo_ev": -9.69,
  "e_lumo_ev": -0.13,
  "total_charge": 0,
  "gap_ev": 9.5656
}

***

Record 11
{
  "formula": "CH2BrClO",
  "method": "ωB97M-V/def2-TZVPD",
  "species": ["Cl", "C", "O", "Br", "H", "H"],
  "xyz": [[-0.222, -2.019, -0.052], [-0.131, -0.320, 0.315], [0.170, 0.329, -1.034], [0.593, 2.074, -0.899], [0.684, -0.115, 1.006], [-1.095, 0.051, 0.664]],
  "lowdin_charge": [0.624, -0.686, -0.803, 0.735, 0.060, 0.070],
  "smiles": "ClCOBr",
  "e_homo_ev": -10.13,
  "e_lumo_ev": -0.23,
  "total_charge": 0,
  "gap_ev": 9.8947
}

***

Record 12
{
  "formula": "CH2BrF2N",
  "method": "ωB97M-V/def2-TZVPD",
  "species": ["C", "N", "F", "F", "Br", "H", "H"],
  "xyz": [[0.263, 0.445, 0.106], [-0.279, -0.736, 0.091], [-0.193, 1.349, 0.943], [0.599, 1.073, -1.000], [-2.446, -0.757, -0.049], [2.262, -0.060, 0.628], [-0.207, -1.314, -0.718]],
  "lowdin_charge": [-0.677, -0.158, 0.119, 0.104, 0.397, 0.183, 0.033],
  "e_homo_ev": [-9.43, -10.33],
  "e_lumo_ev": [-1.78, -2.12],
  "total_charge": 0,
  "gap_ev": [7.6482, 8.2107]
}